{"formula": "C9H5BrO3S2", "method": "ωB97M-V with the def2-TZVPD basis set", "fmax_ev_per_a": 4.157, "homo_ev": -9.5, "e_above_lowest_kcal_mol": 0.00, "total_energy_ha": -3941.98062, "species": ["C", "C", "C", "C", "C", "C", "C", "C", "C", "O", "O", "O", "S", "S", "Br", "H", "H", "H", "H", "H"], "xyz": [[-1.82020, 1.17096, 2.07845], [-1.56782, 1.76615, 0.81361], [-1.15211, 0.02297, 2.53460], [0.03331, -0.06325, 0.43382], [-0.63747, 1.11374, 0.00533], [-0.25923, -0.61555, 1.67187], [0.63569, 0.59811, -1.71609], [1.20213, -1.82747, -1.76030], [0.99786, -0.55288, -0.78220], [1.16348, 0.92486, -2.73994], [-1.11600, -1.13469, -2.44528], [-0.21834, 1.47524, -1.26978], [2.62833, 0.05326, -0.02043], [0.00319, -2.03814, -2.76637], [0.46963, -2.38365, 1.99578], [-2.41232, 1.78968, 2.89209], [-2.11814, 2.58271, 0.40282], [-1.43808, -0.52419, 3.41967], [2.13462, -2.33386, -1.73410], [3.47149, -0.02400, -1.01355]], "atomic_forces_ev_per_a": [[-0.0522, 1.8327, 1.6944], [0.6718, -1.6069, 0.0908], [-0.3005, -0.2965, -1.0292], [-0.2878, -1.0866, -1.3736], [0.6311, -1.1741, 0.6069], [0.2859, -0.5154, -0.9293], [1.9905, 0.8388, -2.1397], [-0.9871, 2.4758, 3.1124], [0.6976, 1.2050, 0.4270], [0.7400, -1.3312, -0.7621], [0.1675, -0.1077, -0.0798], [-2.7495, 1.1623, 2.8926], [-1.1898, -0.4946, 0.9137], [-0.6985, -0.6530, -0.7322], [-0.3733, 0.9137, 0.1775], [0.8034, -1.5513, -2.0491], [-0.1994, 0.5903, 0.1711], [0.0331, 0.4470, 0.3506], [0.4513, -0.5072, -0.1740], [0.3657, -0.1411, -1.1681]]}